(1)
The following is a quantum chemistry calculation of one molecule with the formula C18H22N4, from OMol25.

Values from the calculation:
- Frontier orbital gap: 8.3 eV
- SMILES: CCn1c(NCc2ccc(N(C)C)cc2)nc2ccccc21

Last column: Löwdin charge in e.
CARTESIAN COORDINATES (ANGSTROEM)
C 4.300 2.319 -0.351  -0.06
H 4.106 2.664 0.662  0.08
H 4.993 1.483 -0.303  0.07
H 4.760 3.126 -0.916  0.07
C 2.992 1.895 -1.016  -0.19
N 2.373 0.811 -0.298  0.02
C 1.396 0.880 0.667  -0.38
N 1.249 -0.223 1.347  0.18
C 2.166 -1.101 0.827  -0.23
C 2.437 -2.422 1.158  -0.02
C 3.420 -3.075 0.442  -0.11
C 4.123 -2.442 -0.581  -0.11
C 3.868 -1.128 -0.927  -0.03
C 2.887 -0.466 -0.211  -0.17
H 4.413 -0.646 -1.726  0.11
H 4.885 -2.991 -1.116  0.10
H 3.653 -4.104 0.676  0.10
H 1.887 -2.912 1.946  0.11
N 0.682 2.038 0.907  0.06
H 0.185 1.917 1.785  0.13
C -0.270 2.470 -0.129  -0.15
C -1.471 1.568 -0.185  -0.24
C -1.411 0.349 -0.849  -0.04
C -2.479 -0.523 -0.846  -0.02
C -3.665 -0.214 -0.165  -0.24
C -3.720 1.020 0.499  -0.03
C -2.642 1.881 0.492  -0.05
H -2.716 2.821 1.021  0.11
H -4.605 1.313 1.038  0.09
N -4.723 -1.088 -0.127  -0.20
C -6.008 -0.640 0.353  -0.07
H -5.970 -0.431 1.426  0.09
H -6.342 0.265 -0.167  0.09
H -6.749 -1.418 0.189  0.08
C -4.664 -2.331 -0.855  -0.07
H -4.637 -2.176 -1.942  0.09
H -5.540 -2.931 -0.616  0.08
H -3.780 -2.899 -0.561  0.09
H -2.380 -1.451 -1.384  0.09
H -0.512 0.075 -1.383  0.11
H 0.240 2.473 -1.094  0.11
H -0.564 3.494 0.119  0.12
H 2.307 2.743 -1.031  0.10
H 3.179 1.570 -2.046  0.12

---

(2)
The following is a quantum chemistry calculation of a 11-piece molecular cluster, H21O11 overall, from OMol25.

Values from the calculation:
- Net charge: -1
- Frontier orbital gap: 7.9 eV
- Relative energy (zero: lowest compared OMol25 entry of this formula, charge and spin): 229.3 kJ/mol

Last column: Löwdin charge in e.
CARTESIAN COORDINATES (ANGSTROEM)
O 1.182 -0.788 3.973  -0.06
H 0.602 -1.469 3.635  0.03
H 0.813 -0.202 4.638  0.03
O -0.100 -0.057 -2.770  -0.16
H 0.419 -0.333 -3.544  0.03
H 1.244 -0.158 0.294  0.07
O -2.112 1.386 -0.634  -0.03
H -2.175 -2.175 -2.659  0.02
H -4.177 -1.256 1.082  0.04
O 4.684 0.350 -0.872  -0.15
H 4.768 1.278 -0.586  0.02
H -0.600 0.558 2.134  0.01
O -0.907 3.716 0.380  -0.09
H 2.690 -2.671 0.498  0.04
H 3.757 0.574 -1.140  -0.05
O -4.227 -2.089 1.594  -0.07
H -3.349 -2.455 1.449  0.03
H -0.052 -0.602 -0.222  0.02
O 0.403 -0.591 0.635  -0.08
H -1.868 0.552 -0.237  0.02
O -2.481 -1.887 -3.524  -0.09
H -2.641 1.327 -1.428  0.05
H -1.697 -1.389 -3.876  0.03
O 2.210 0.727 -1.920  -0.42
H 1.889 1.598 -2.205  -0.07
H 0.714 0.314 -2.285  -0.05
O 2.275 -2.402 1.327  -0.07
H -0.757 3.124 -0.373  0.02
H 2.415 -1.453 1.316  0.01
O -0.861 1.395 2.580  -0.08
H -1.526 3.092 0.844  0.02
H -0.535 1.986 1.896  0.00

---

(3)
The following is a quantum chemistry calculation of C36H54F6N5O2PW as an isolated structure, from OMol25.

Values from the calculation:
- Net charge: +3
- Multiplicity: 2
- Frontier orbital gap (alpha / beta): 6.2 / 4.0 eV
- ⟨S²⟩: 0.85

Last column: Mulliken spin population.
CARTESIAN COORDINATES (ANGSTROEM)
W -0.608 0.561 1.936  -0.23
C -1.366 -2.043 3.428  0.00
N -0.514 -0.802 3.574  0.00
C -0.971 -0.076 4.822  0.00
C 0.898 -1.219 3.787  0.00
C 1.459 -1.790 2.438  0.00
N 1.178 -0.788 1.397  0.01
C 2.427 0.059 1.326  0.03
C 2.427 1.147 0.197  0.10
C 3.588 1.540 -0.366  0.11
C 3.610 2.426 -1.343  -0.02
C 2.370 3.102 -1.703  0.20
C 1.196 2.866 -1.132  0.04
C 1.286 1.856 -0.142  0.24
O 0.131 1.534 0.583  0.05
C -0.058 3.632 -1.547  -0.01
C -0.746 4.390 -0.373  0.00
C 0.238 4.779 -2.647  0.00
C -1.166 2.641 -2.249  0.00
C 4.871 2.711 -2.153  0.06
C 6.097 1.964 -1.806  0.02
C 5.183 4.301 -2.085  0.06
C 4.443 2.226 -3.602  0.05
C 1.023 -1.473 0.117  0.02
C -0.168 -2.339 -0.108  0.01
C -0.153 -3.569 -0.743  0.03
C -1.409 -4.266 -1.111  0.04
C -2.591 -3.488 -0.917  -0.02
C -2.631 -2.332 -0.275  0.03
C -1.449 -1.809 0.191  0.08
O -1.495 -0.697 0.977  0.08
C -4.008 -1.587 -0.085  0.00
C -3.880 -0.219 -0.590  0.00
C -4.487 -1.595 1.296  0.00
C -5.105 -2.286 -1.018  0.00
C -1.356 -5.694 -1.747  0.01
C -0.079 -5.990 -2.549  0.01
C -2.542 -5.899 -2.736  0.00
C -1.472 -6.697 -0.486  0.02
H -1.261 -2.633 4.337  0.00
H -1.253 -2.628 2.525  0.00
H -2.393 -1.627 3.532  0.00
H -0.970 -0.816 5.709  0.00
H -1.925 0.337 4.798  0.00
H -0.194 0.646 5.144  0.00
H 0.930 -2.042 4.553  0.00
H 1.539 -0.461 4.223  0.00
H 0.814 -2.669 2.251  0.00
H 2.505 -1.901 2.551  0.00
H 3.321 -0.493 1.011  0.00
H 2.485 0.515 2.310  0.00
H 4.445 0.972 -0.021  0.00
H 2.373 3.858 -2.446  -0.01
H -0.048 5.099 0.145  0.00
H -1.126 3.651 0.338  0.00
H -1.507 5.037 -0.793  0.00
H 0.867 5.593 -2.204  0.00
H -0.619 5.215 -3.073  0.00
H 0.672 4.337 -3.528  0.00
H -1.137 1.567 -1.980  0.00
H -1.071 2.801 -3.363  0.00
H -2.059 3.124 -1.875  0.00
H 6.667 2.320 -1.004  0.00
H 6.786 2.158 -2.647  0.00
H 5.953 0.860 -1.850  0.00
H 5.157 4.698 -1.048  0.00
H 4.430 4.861 -2.578  0.00
H 6.209 4.408 -2.493  0.00
H 4.191 1.213 -3.521  -0.01
H 5.202 2.271 -4.448  0.01
H 3.648 2.847 -4.044  0.00
H 1.947 -2.014 -0.021  0.01
H 0.967 -0.679 -0.692  -0.02
H 0.793 -3.913 -1.088  0.00
H -3.464 -3.828 -1.342  0.00
H -3.104 0.364 -0.031  0.00
H -4.832 0.249 -0.467  0.00
H -3.583 -0.055 -1.644  0.00
H -3.918 -0.922 1.936  0.00
H -4.554 -2.629 1.687  0.00
H -5.525 -1.264 1.313  0.00
H -4.726 -2.408 -2.072  0.00
H -5.955 -1.589 -1.061  0.00
H -5.453 -3.240 -0.606  0.00
H -0.061 -5.451 -3.474  0.00
H 0.073 -7.106 -2.701  0.00
H 0.811 -5.679 -1.980  0.00
H -2.428 -5.073 -3.473  0.00
H -3.449 -5.829 -2.120  0.00
H -2.376 -6.841 -3.258  0.00
H -0.497 -6.786 -0.165  0.00
H -1.869 -7.615 -0.919  0.00
H -2.157 -6.344 0.287  0.00
F 0.783 1.314 3.041  0.00
P 3.049 4.724 2.435  0.00
F 3.067 4.818 0.884  0.00
F 3.144 3.499 3.368  0.00
F 2.701 5.940 3.226  0.00
F 1.426 4.372 2.232  0.00
F 4.643 4.761 2.408  0.00
N -2.124 1.591 2.392  0.01
C -3.290 1.922 2.342  0.00
N -4.370 2.356 2.242  0.01
C -5.656 2.502 2.161  0.00
N -6.813 2.660 2.095  0.00

---

(4)
The following is a quantum chemistry calculation of one molecule with the formula C4H8N2, from OMol25.

Values from the calculation:
- Frontier orbital gap: 11.3 eV
- SMILES: CC[C@@H](N)C#N
- Relative energy (zero: lowest compared OMol25 entry of this formula, charge and spin): 22.7 kJ/mol

Last column: Löwdin charge in e.
CARTESIAN COORDINATES (ANGSTROEM)
C -1.812 0.188 0.103  -0.10
C -0.542 -0.586 -0.234  -0.23
C 0.722 -0.012 0.417  -0.42
N 1.867 -0.857 0.115  0.04
C 0.883 1.363 -0.122  -0.19
N 0.990 2.330 -0.749  0.15
H -1.751 1.232 -0.228  0.07
H -1.996 0.182 1.184  0.08
H -2.677 -0.268 -0.387  0.07
H -0.615 -1.628 0.090  0.11
H -0.382 -0.586 -1.321  0.12
H 0.592 0.005 1.505  0.15
H 2.001 -0.881 -0.893  0.08
H 2.720 -0.482 0.519  0.08

---

(5)
The following is a quantum chemistry calculation of C22H26N2O2SSe3Si2TeZr as an isolated structure, from OMol25.

Values from the calculation:
- Net charge: -2
- Frontier orbital gap: 5.3 eV
- Relative energy (zero: lowest compared OMol25 entry of this formula, charge and spin): 45.0 kJ/mol

Last column: Löwdin charge in e.
CARTESIAN COORDINATES (ANGSTROEM)
Zr 0.262 0.426 -2.149  0.97
Se 0.955 1.689 -4.664  -0.21
Se 1.424 3.927 -4.393  -0.27
Te -2.849 0.114 -5.666  -0.19
Se -1.418 1.591 -4.166  -0.38
C -2.023 3.421 -0.608  -0.28
Si -0.373 2.502 -0.285  0.54
C 0.910 3.914 -0.311  -0.25
C -0.428 2.136 1.621  -0.27
C -1.361 2.869 2.363  -0.12
C -1.439 2.821 3.749  -0.12
C -0.564 2.014 4.447  -0.12
C 0.355 1.252 3.740  -0.13
C 0.448 1.277 2.342  -0.21
Si 1.735 0.099 1.601  0.47
C 3.339 0.953 1.179  -0.14
C 2.130 -1.187 2.930  -0.17
H -2.067 4.399 -0.117  0.01
H -2.894 2.841 -0.287  0.01
H -2.112 3.589 -1.684  0.00
H 0.619 4.725 0.365  0.02
H 1.018 4.307 -1.325  -0.03
H 1.889 3.546 0.002  0.00
H -2.056 3.515 1.841  0.07
H -2.179 3.416 4.273  0.09
H -0.598 1.961 5.530  0.09
H 1.011 0.601 4.306  0.07
H 3.884 1.196 2.096  0.03
H 3.153 1.871 0.624  0.01
H 3.958 0.319 0.543  0.03
H 2.653 -0.789 3.803  0.02
H 2.775 -1.950 2.487  0.01
H 1.217 -1.684 3.267  0.03
O 1.033 -0.755 0.368  -0.20
C 1.487 -0.884 -1.012  -0.69
O 2.144 0.212 -1.466  -0.29
C 1.975 -2.235 -1.383  -0.21
C 2.786 -3.021 -0.572  -0.04
C 3.223 -4.269 -0.988  -0.13
C 2.845 -4.731 -2.245  -0.13
C 2.029 -3.964 -3.059  -0.14
C 1.557 -2.713 -2.638  -0.63
S 0.424 -1.806 -3.622  0.53
H 3.080 -2.637 0.398  0.09
H 3.858 -4.872 -0.348  0.08
H 3.183 -5.704 -2.589  0.08
H 1.720 -4.334 -4.029  0.09
N -4.921 -2.392 0.675  0.09
C -3.831 -1.815 0.034  -0.32
C -3.932 -0.566 -0.575  -0.01
C -2.818 -0.019 -1.170  -0.14
N -1.624 -0.622 -1.204  -0.06
C -1.537 -1.830 -0.636  -0.11
C -2.589 -2.447 0.005  0.00
H -5.815 -2.064 0.347  0.08
H -4.881 -3.396 0.748  0.08
H -4.872 -0.029 -0.596  0.11
H -2.877 0.947 -1.655  0.07
H -0.572 -2.312 -0.699  0.10
H -2.450 -3.421 0.456  0.11

---

(6)
The following is a quantum chemistry calculation of a 4-piece molecular cluster, C3H14NO3S overall, from OMol25.

Values from the calculation:
- Net charge: -1
- Frontier orbital gap: 6.5 eV
- Relative energy (zero: lowest compared OMol25 entry of this formula, charge and spin): 183.5 kJ/mol

Last column: Löwdin charge in e.
CARTESIAN COORDINATES (ANGSTROEM)
C -0.722 0.807 1.536  -0.28
C 0.160 2.035 1.165  -0.65
S 1.520 1.811 -0.171  0.14
C 0.024 -0.534 1.583  -0.33
N -0.825 -1.763 1.675  -0.04
H -1.392 0.719 0.649  0.09
H -1.161 0.939 2.507  0.08
H 0.823 2.201 2.011  0.01
H -0.461 2.863 0.868  0.02
H 0.847 -0.722 2.256  0.10
H 0.656 -0.625 0.650  0.04
H -1.069 -1.911 2.680  0.06
H -1.741 -1.488 1.292  0.05
H -1.524 1.092 -1.743  0.04
H -0.762 -0.248 -2.247  0.04
O -1.546 0.140 -1.851  -0.08
H 1.651 -1.562 -0.476  0.00
H 2.403 -0.400 -1.022  -0.06
O 1.818 -1.116 -1.316  -0.14
H -1.063 -2.443 -1.090  0.01
H -2.046 -1.641 -2.020  0.00
O -1.602 -2.501 -1.886  -0.09

---

(7)
The following is a quantum chemistry calculation of one molecule with the formula C4H7N3S, from OMol25.

Values from the calculation:
- Frontier orbital gap: 8.8 eV
- SMILES: C=NN(C=S)/C=N\C
- Relative energy (zero: lowest compared OMol25 entry of this formula, charge and spin): 328.4 kJ/mol

Last column: Löwdin charge in e.
CARTESIAN COORDINATES (ANGSTROEM)
C -1.913 -0.876 0.952  -0.13
C -0.435 1.009 0.929  -0.22
C 1.639 1.401 -0.256  -0.68
C 0.881 -1.133 -1.504  -0.02
H -1.061 -1.637 0.850  0.09
H -2.405 -0.775 0.013  0.06
H -2.619 -1.216 1.739  0.07
H -0.181 2.017 1.332  0.13
H 1.676 2.142 0.522  0.05
H 1.918 -1.226 -1.244  0.04
H 0.558 -1.843 -2.231  0.07
N -1.433 0.442 1.349  0.01
N 0.515 0.624 -0.054  -0.15
N 0.063 -0.277 -1.021  0.02
S 2.798 1.347 -1.375  0.66

---

(8)
The following is a quantum chemistry calculation of C3H6N2O as an isolated structure, from OMol25.

Values from the calculation:
- Frontier orbital gap: 8.8 eV
- Relative energy (zero: lowest compared OMol25 entry of this formula, charge and spin): 565.1 kJ/mol

Last column: Löwdin charge in e.
CARTESIAN COORDINATES (ANGSTROEM)
O 2.252 -0.697 1.063  -0.08
N 1.562 0.431 0.576  -0.01
C 0.381 0.133 0.198  -0.39
C -0.633 1.061 -0.454  -0.12
N -1.672 0.041 -0.217  -0.04
C -0.672 -0.913 0.114  -0.11
H 3.053 -0.294 1.420  0.08
H -0.513 1.304 -1.519  0.13
H -0.744 1.958 0.145  0.11
H -2.339 -0.181 -0.951  0.11
H 0.305 -0.918 -0.782  0.20
H -0.980 -1.924 0.407  0.12

---

Strongest force on any atom for the records above, in order: 0.72 1.85 5.23 1.08 1.07 2.58 2.73 2.86 eV Å⁻¹